[1]
Here is a single C5H11NO molecule in a non-equilibrium geometry from OMol25. Energies are from ωB97M-V/def2-TZVPD.

```
18
Properties=species:S:1:pos:R:3:forces:R:3
C -0.20127 0.75635 1.91554 -1.81 -0.12 -0.41
C 0.30434 -0.26893 1.23665 -0.22 -0.57 -0.49
N 1.63805 -0.70523 1.59532 -1.57 -0.20 -2.56
C -0.63366 -0.82028 0.06416 3.35 -2.71 0.10
C -0.02637 -0.79455 -1.41466 -0.82 1.10 0.66
C 0.00017 0.70259 -1.82144 0.14 0.62 1.56
O -1.39004 1.20006 -1.93482 1.44 -0.47 -0.17
H -1.35005 1.02703 1.80397 2.99 0.02 0.39
H 0.56183 1.08916 2.60010 -0.92 1.02 0.90
H 1.66090 -1.66598 1.81927 0.22 -1.05 0.13
H 2.15813 -0.16311 2.23807 0.02 0.67 0.68
H -1.27161 -0.02678 0.05309 -2.59 1.34 -0.02
H -1.12736 -1.82401 0.28242 0.66 1.38 -0.11
H -0.80866 -1.16146 -2.11235 0.79 -0.73 0.47
H 0.97801 -1.26805 -1.45281 -0.81 0.16 -0.33
H 0.54311 1.22283 -0.99117 -0.58 0.00 -0.58
H 0.57445 0.96551 -2.71663 -0.53 -0.41 -0.14
H -1.60997 1.73485 -1.16473 0.26 -0.05 -0.10
```
Forces are in eV/Å.

## Properties
energy above the lowest of the compared OMol25 structures with the same formula, charge and spin	2.917	eV
2S+1	1
strongest force on any atom	4.31	eV Å⁻¹
SMILES	C=C(N)CCCO
total charge	0

[2]
Here is 2 unconnected molecules or ions with the total composition C10H16 in a non-equilibrium geometry from OMol25. Energies are from ωB97M-V/def2-TZVPD.

```
26
Properties=species:S:1:pos:R:3:forces:R:3
C 0.38018 -3.02627 0.28833 -0.09 -0.63 1.23
C 0.99060 -1.88274 -0.46148 -0.79 -0.77 -1.61
C 2.34739 -1.87977 -0.74172 -0.14 0.15 -0.17
C 2.88408 -0.89764 -1.57660 0.43 -0.04 0.20
C 2.08236 -0.07513 -2.34367 -0.60 -0.22 0.46
C 0.70172 -0.22486 -2.20541 -0.86 0.60 0.10
C 0.15851 -1.05683 -1.24541 0.69 -0.11 0.88
H -0.70545 -3.04011 0.41132 0.00 0.47 -0.48
H 0.72775 -3.08324 1.32302 0.29 0.08 0.00
H 0.63566 -3.99714 -0.14916 0.10 0.20 -0.16
H 2.95876 -2.72303 -0.42931 0.14 0.43 0.49
H 3.95640 -0.76380 -1.58267 0.15 -0.21 -0.36
H 2.50232 0.67199 -2.99670 0.06 0.02 -0.13
H -0.04042 0.35227 -2.76250 0.59 0.07 -0.14
H -0.90596 -1.06397 -1.03228 0.03 -0.05 -0.32
C -2.89100 1.67431 1.78718 -0.50 -0.06 -0.24
C -1.77861 2.67331 1.43492 0.40 -0.15 0.03
C -0.44931 2.01725 1.01832 0.33 -0.29 0.71
H -2.58456 0.63914 1.65827 0.21 -0.09 -0.17
H -3.73248 1.83744 1.10397 -0.01 -0.16 0.23
H -3.29126 1.70814 2.80467 0.20 0.39 -0.06
H -2.09815 3.30034 0.61274 -0.28 0.13 -0.17
H -1.59965 3.35890 2.26359 0.01 -0.02 0.04
H 0.25022 2.00385 1.86165 -0.03 0.05 -0.06
H -0.56931 0.96302 0.75934 -0.14 0.12 -0.25
H 0.07020 2.51458 0.19959 -0.17 0.07 -0.04
```
Forces are in eV/Å.

## Properties
energy above the lowest of the compared OMol25 structures with the same formula, charge and spin	0.775	eV
2S+1	1
strongest force on any atom	1.95	eV Å⁻¹
SMILES	Cc1ccccc1.CCC
total charge	0

[3]
Here is a gas-phase ion, C24H36N3O (charge +1) in a non-equilibrium geometry from OMol25. Energies are from ωB97M-V/def2-TZVPD.

```
64
Properties=species:S:1:pos:R:3:forces:R:3
C 4.46092 0.45334 2.36384 0.36 0.10 0.01
N 3.05040 0.24434 2.12391 -0.14 0.08 -0.52
C 2.57747 -1.02871 2.60094 0.16 0.11 0.54
C 1.14608 -1.30041 2.15372 0.09 -0.52 -0.35
N 0.24689 -0.19108 2.57367 -1.51 -0.18 -0.55
C -1.03091 -0.37888 2.88693 0.59 -0.19 -0.05
C -1.81171 0.69561 3.59849 -0.06 0.47 -0.05
C -3.21770 0.96572 3.03211 -0.41 0.18 -0.49
C -3.98059 -0.29297 2.61179 -0.22 0.11 0.24
C -3.09559 -1.19811 1.77620 0.22 0.53 -0.17
C -1.83651 -1.65416 2.53249 1.00 0.48 -0.93
C -2.17045 -2.49867 3.73922 -0.27 -1.05 1.55
C -3.10542 -3.67267 3.49497 -0.78 -0.22 -0.32
C -4.47246 -3.64060 3.56808 1.18 0.08 -0.34
N -5.29488 -4.72030 3.46827 -0.18 0.21 0.36
C -6.68871 -4.46444 3.10634 -0.11 0.16 0.28
C -7.42054 -5.78069 2.92714 -0.09 -0.30 0.53
O -7.15806 -6.62689 4.05766 0.19 0.57 -0.57
C -5.81244 -7.08385 4.09144 -0.42 -0.42 0.22
C -4.78640 -6.07479 3.55500 -0.01 -0.16 -0.68
C -0.84488 -2.97417 4.35194 -0.62 -0.04 -0.20
C -0.25838 -2.19578 5.34476 0.23 -0.13 -0.03
C 1.04271 -2.46544 5.76211 0.06 0.04 0.02
C 1.74550 -3.53925 5.20854 -0.01 0.05 0.08
C 1.11912 -4.38375 4.29013 -0.32 0.18 -0.20
C -0.18155 -4.09774 3.84607 0.54 0.14 0.32
C 0.77296 1.16200 2.21805 0.43 0.56 0.16
C 2.24491 1.35512 2.56322 0.20 -0.05 0.40
H 4.80258 1.34510 1.82256 -0.07 -0.23 0.10
H 4.71083 0.59379 3.43190 -0.13 -0.06 -0.12
H 5.01944 -0.41422 1.99741 -0.04 0.20 0.02
H 3.25211 -1.79704 2.19253 -0.46 0.04 0.13
H 2.62960 -1.10037 3.70967 -0.04 -0.01 -0.24
H 1.13165 -1.41836 1.05551 -0.16 0.27 0.35
H 0.82024 -2.24214 2.61532 -0.06 0.47 -0.15
H -1.92330 0.39004 4.65878 0.25 -0.17 -0.49
H -1.26305 1.64546 3.60404 -0.24 -0.43 0.27
H -3.12315 1.60706 2.14157 0.06 -0.08 0.25
H -3.80614 1.53178 3.76836 0.29 -0.10 -0.19
H -4.86264 -0.01702 2.01182 0.25 0.00 0.32
H -4.34836 -0.80756 3.51157 0.08 0.11 -0.31
H -2.75872 -0.63161 0.89698 -0.19 -0.12 -0.07
H -3.64683 -2.07450 1.42480 0.27 0.02 0.08
H -1.23731 -2.25071 1.82489 -0.09 0.13 0.29
H -2.65720 -1.84486 4.47699 0.15 -0.11 -0.06
H -2.64469 -4.63448 3.23414 -0.20 0.52 0.22
H -5.02187 -2.69321 3.65517 0.25 -0.38 0.16
H -6.73694 -3.86560 2.18187 -0.07 -0.20 0.16
H -7.18006 -3.89272 3.91194 0.17 -0.11 -0.19
H -8.50864 -5.62540 2.96270 0.42 -0.01 -0.36
H -7.11069 -6.23321 1.96534 -0.25 -0.18 0.40
H -5.75779 -8.00115 3.47856 0.17 0.19 0.25
H -5.60353 -7.35285 5.13775 -0.12 0.14 -0.35
H -4.49865 -6.45165 2.55699 0.29 0.32 0.19
H -3.89944 -6.07394 4.19850 -0.15 0.03 -0.16
H -0.83378 -1.37496 5.78332 0.29 -0.21 -0.10
H 1.50111 -1.81875 6.51319 -0.04 -0.28 -0.20
H 2.78490 -3.71443 5.49256 -0.36 -0.03 0.01
H 1.64387 -5.25058 3.88645 -0.10 0.25 0.14
H -0.64688 -4.73445 3.08981 0.19 0.24 0.26
H 0.66335 1.31715 1.12991 -0.21 -0.44 0.39
H 0.21121 1.94216 2.73795 0.12 -0.31 -0.30
H 2.34974 1.54622 3.65449 -0.02 -0.12 -0.20
H 2.61884 2.24903 2.04139 -0.32 -0.12 0.21
```
Forces are in eV/Å.

## Properties
energy above the lowest of the compared OMol25 structures with the same formula, charge and spin	1.408	eV
2S+1	1
strongest force on any atom	1.89	eV Å⁻¹
SMILES	CN1CC[N+](=C2CCCC[C@@H]2[C@@H](/C=C/N2CCOCC2)c2ccccc2)CC1
total charge	+1

[4]
Here is 2 unconnected molecules or ions with the total composition C5H11O2 in a non-equilibrium geometry from OMol25. Energies are from ωB97M-V/def2-TZVPD.

```
18
Properties=species:S:1:pos:R:3:forces:R:3
O -0.54822 -2.85694 0.72571 -0.34 0.39 -1.02
C -0.88472 -2.04590 -0.13709 0.98 -0.26 1.10
C -0.42693 -2.12421 -1.58676 0.65 -1.21 0.68
H -1.43884 -1.15505 0.20255 -0.27 -0.23 -0.62
H 0.18533 -3.08729 -1.70855 -1.12 1.20 -0.01
H 0.24157 -1.25985 -1.70062 -0.41 -0.09 -0.17
H -1.30730 -2.06675 -2.24184 0.39 -0.05 -0.09
C 0.00089 0.93447 0.82156 0.88 -0.32 -0.40
O 0.14523 0.30326 -0.38621 -0.06 0.19 0.73
C 0.92176 2.15108 0.92801 0.05 0.38 1.00
C 0.63567 3.09807 -0.21943 2.81 1.23 -0.02
H 0.33916 0.34435 1.70636 -0.51 -0.45 -0.02
H -1.02495 1.27923 0.99625 -0.61 0.08 0.31
H 1.92079 1.68691 0.76495 -0.30 0.64 0.33
H 0.85854 2.65838 1.97702 0.18 -0.77 -1.60
H 1.54958 3.83246 -0.29713 -1.82 -0.75 0.09
H -0.30793 3.64196 -0.14662 0.06 -0.08 -0.08
H 0.72808 2.47402 -1.10613 -0.56 0.09 -0.21
```
Forces are in eV/Å.

## Properties
energy above the lowest of the compared OMol25 structures with the same formula, charge and spin	2.605	eV
2S+1	1
strongest force on any atom	3.07	eV Å⁻¹
total charge	-1

[5]
Here is a molecular structure, C45H49I2MoN2OP2S2Si from OMol25. Energies are from ωB97M-V/def2-TZVPD.

```
105
Properties=species:S:1:pos:R:3:forces:R:3
Mo -0.04657 0.36013 -0.25783 0.01 0.02 -0.50
I 0.25797 0.09836 2.68692 -0.29 -0.02 -0.09
C 2.19295 0.06098 3.64867 0.04 -0.10 -0.08
I 3.80302 1.10014 2.82097 0.13 -0.08 -0.04
H 2.42905 -0.99266 3.72220 0.02 -0.01 0.04
H 1.95151 0.49665 4.61005 0.01 -0.07 0.07
C -3.29868 -2.81087 -0.95804 0.01 0.05 -0.10
N -2.27896 -1.74366 -1.01995 -0.07 -0.14 0.28
P -2.54853 -0.14225 -0.51308 -0.03 -0.05 0.19
C -3.71516 -0.21852 0.87903 0.02 0.04 -0.05
C -3.32644 0.01091 2.19474 -0.06 -0.02 0.02
C -4.21747 -0.13384 3.24804 0.00 0.01 -0.03
C -5.52452 -0.51733 2.98747 -0.02 -0.01 0.00
C -5.93645 -0.73599 1.67762 0.01 0.01 -0.03
C -5.04498 -0.57984 0.62789 -0.02 -0.05 -0.02
C -3.58472 0.57724 -1.80700 -0.03 0.01 0.05
C -3.78251 -0.07082 -3.02232 0.05 -0.01 -0.12
C -4.66369 0.46013 -3.95729 0.02 0.03 0.00
C -5.34792 1.63591 -3.67946 0.01 0.00 0.01
C -5.16827 2.27780 -2.45693 0.02 -0.02 -0.03
C -4.29727 1.74351 -1.52116 -0.09 0.05 -0.02
P -0.62522 -2.03560 -0.82052 -0.14 0.03 0.01
C -0.49936 -3.39196 0.35129 0.04 -0.02 0.08
C 0.11903 -4.59887 0.02831 0.05 -0.02 0.08
C 0.14663 -5.62794 0.96216 0.03 0.01 -0.02
C -0.44199 -5.45892 2.20704 0.00 0.00 0.01
C -1.06987 -4.25926 2.53014 0.01 -0.01 -0.02
C -1.09429 -3.22850 1.60728 -0.04 -0.06 -0.03
C 0.01932 -2.65810 -2.38327 0.12 -0.03 0.00
C -0.84112 -3.19031 -3.34308 -0.01 0.04 -0.11
C -0.32584 -3.74979 -4.50388 -0.02 0.02 0.00
C 1.04691 -3.77878 -4.71396 0.03 0.01 0.02
C 1.90950 -3.24064 -3.76700 -0.06 0.00 -0.01
C 1.39862 -2.68001 -2.60520 -0.06 -0.05 -0.09
H -4.15297 -2.55632 -1.58323 0.00 0.02 -0.03
H -3.63896 -2.96720 0.06558 0.00 0.01 0.01
H -2.86840 -3.74190 -1.32075 0.01 -0.01 0.01
H -2.33100 0.35596 2.40605 0.20 0.04 0.04
H -3.89860 0.06672 4.26369 0.00 -0.01 -0.05
H -6.22826 -0.63014 3.80201 0.01 0.00 -0.02
H -6.96055 -1.01970 1.47152 0.03 0.01 0.01
H -5.39594 -0.73347 -0.38590 0.02 0.01 0.02
H -3.25044 -0.98995 -3.24169 -0.07 0.04 0.03
H -4.82562 -0.05209 -4.89738 -0.01 0.01 0.02
H -6.03903 2.04362 -4.40608 0.01 -0.01 0.02
H -5.72445 3.17858 -2.22848 0.02 -0.04 -0.01
H -4.21213 2.21706 -0.54737 0.01 -0.02 -0.03
H 0.57195 -4.74632 -0.94381 -0.02 0.01 0.00
H 0.62208 -6.56693 0.71025 -0.02 0.02 0.01
H -0.42433 -6.26802 2.92611 0.00 0.02 -0.02
H -1.54808 -4.13800 3.49401 0.02 0.00 -0.03
H -1.61335 -2.30864 1.85202 -0.03 0.04 0.01
H -1.91383 -3.16410 -3.19883 0.03 -0.03 0.00
H -0.99797 -4.17100 -5.24140 0.03 0.01 0.02
H 1.44491 -4.22255 -5.61768 -0.01 0.00 0.02
H 2.97957 -3.26144 -3.93360 -0.04 0.00 0.01
H 2.07963 -2.27393 -1.86994 -0.01 -0.03 -0.03
C 3.58332 -0.83516 -7.82413 -0.09 0.01 0.06
C 2.55203 -0.55165 -6.76534 -0.01 -0.06 -0.16
C 2.91453 -0.00624 -5.53686 0.01 0.04 0.16
C 1.96858 0.25748 -4.55527 0.15 0.07 -0.12
C 0.64387 -0.03682 -4.82017 -0.15 0.00 -0.11
C 0.24280 -0.59862 -6.02950 0.08 0.00 0.03
C 1.20288 -0.84116 -6.99600 0.03 -0.01 -0.01
S -0.62804 0.32151 -3.65470 0.18 -0.37 0.31
C -1.14296 1.93918 -4.18900 0.12 0.08 0.02
O 0.17377 0.57829 -2.33674 -0.30 0.23 0.34
H 4.55077 -0.40951 -7.56581 -0.01 0.00 0.01
H 3.27414 -0.42801 -8.78706 -0.01 0.00 0.02
H 3.71014 -1.91140 -7.95557 0.00 0.01 0.01
H 3.95613 0.22506 -5.34689 -0.02 -0.01 -0.01
H 2.25799 0.68619 -3.60365 -0.03 -0.03 -0.08
H -0.79825 -0.84337 -6.21890 0.06 0.02 0.02
H 0.90579 -1.26661 -7.94738 0.00 0.01 0.02
H -0.26777 2.58924 -4.21957 -0.09 0.05 -0.04
H -1.91436 2.29956 -3.50723 0.04 -0.08 -0.08
H -1.55975 1.81755 -5.19066 0.02 -0.01 0.02
S 4.51307 -0.72461 -0.80174 0.26 -0.02 -0.07
C 3.75226 -1.86574 0.20973 0.13 -0.02 0.07
C 2.47034 -1.50626 0.42892 -0.19 0.32 -0.14
N 2.08054 -0.33214 -0.21577 0.17 -0.29 0.24
C 3.09028 0.16912 -0.89096 -0.17 0.07 -0.01
H 4.27566 -2.72865 0.59293 -0.02 0.04 -0.02
H 1.76060 -2.06939 1.01565 -0.05 0.04 0.01
H 3.02367 1.08395 -1.46067 -0.01 -0.01 0.06
C -1.62473 3.81290 -1.30596 -0.16 0.04 -0.28
Si -1.06270 2.65835 0.01701 0.19 -0.20 0.02
C -1.85723 3.08713 1.62057 -0.17 0.08 0.25
C 0.84098 2.70372 0.00555 0.24 0.04 -0.14
C 1.45535 3.05088 -1.22379 0.14 0.17 0.24
C 2.61009 3.80619 -1.26056 0.01 -0.01 0.01
C 3.17372 4.27083 -0.07139 -0.01 0.02 0.01
C 2.58314 3.97088 1.14688 0.00 0.09 -0.07
C 1.44104 3.18788 1.18446 -0.09 -0.06 -0.06
H -1.55416 4.81093 -0.86012 0.01 -0.01 -0.05
H -2.65713 3.66171 -1.61572 0.00 0.06 0.02
H -0.98500 3.79352 -2.18569 -0.05 0.07 0.06
H -1.98852 4.17195 1.66188 0.00 -0.03 0.05
H -1.28743 2.77414 2.49473 -0.04 0.01 0.00
H -2.84728 2.62758 1.69080 0.02 0.10 0.00
H 1.00657 2.74524 -2.15553 -0.04 -0.08 -0.05
H 3.05940 4.06587 -2.21167 -0.01 0.01 0.03
H 4.06259 4.88990 -0.10106 -0.03 -0.02 -0.01
H 3.00458 4.35479 2.06719 -0.01 -0.01 -0.04
H 0.98288 2.98823 2.14622 0.02 -0.01 -0.03
```
Forces are in eV/Å.

## Properties
energy above the lowest of the compared OMol25 structures with the same formula, charge and spin	0.000	eV
2S+1	3
strongest force on any atom	0.51	eV Å⁻¹
total charge	+3

[6]
Here is 2 unconnected molecules or ions with the total composition CH5BrN2 in a non-equilibrium geometry from OMol25. Energies are from ωB97M-V/def2-TZVPD.

```
9
Properties=species:S:1:pos:R:3:forces:R:3
C 0.67147 -1.29027 -0.13135 -1.55 3.53 -0.96
N 0.03337 1.48138 0.12344 0.25 0.90 0.84
N -0.44247 0.49681 -0.61268 1.44 -4.02 -0.13
Br -2.26432 -0.18795 -0.04045 -0.03 0.18 0.15
H 1.57638 -1.01309 -0.64068 0.24 -0.05 -0.06
H 0.68789 -1.24508 0.93951 -0.10 -0.06 0.32
H 0.04390 -2.01051 -0.60901 -0.29 -0.27 -0.09
H -0.34725 2.38072 -0.16736 0.10 -0.14 0.06
H 0.04103 1.38800 1.13858 -0.07 -0.07 -0.14
```
Forces are in eV/Å.

## Properties
energy above the lowest of the compared OMol25 structures with the same formula, charge and spin	2.273	eV
2S+1	1
strongest force on any atom	4.27	eV Å⁻¹
total charge	0

What are the energy values for these records? In order: -8898.78065 -10628.96835 -31982.68432 -9457.42397 -118649.74004 -74136.68691 eV.